Entry 1:
# C2H2FKMgO

A molecular structure, C2H2FKMgO (ωB97M-V/def2-TZVPD, OMol25).

## Properties
**Total charge**: +2
**LUMO**: -10.5 eV
**Spin multiplicity**: 1
**Relative energy (zero: lowest compared OMol25 entry of this formula, charge and spin)**: 0.0000 eV

```
8
Properties=species:S:1:pos:R:3:forces:R:3
H 0.028896 1.136639 -1.152938 -0.6 2.2 2.7
C -1.192724 0.297824 0.458546 -0.4 1.0 1.0
C -0.034684 0.628934 -0.105034 -0.3 -0.1 -4.6
O 0.801102 -0.324346 -0.567737 1.5 -3.6 1.1
K 3.524171 0.605775 -0.138636 0.1 0.3 -0.1
Mg 0.168449 -2.110495 -0.114874 -0.5 1.2 -0.3
F -1.462599 -1.096234 0.493534 0.6 -0.8 0.8
H -1.832611 0.861904 1.127140 -0.4 -0.2 -0.6
```
Positions in Å, forces in eV/Å.



Entry 2:
# C2H2FN3

2 unconnected molecules or ions with the total composition C2H2FN3 (ωB97M-V/def2-TZVPD, OMol25).

## Properties
**LUMO (spin up / spin down)**: -1.1 / -1.4 eV
**Spin multiplicity**: 1
**Relative energy (zero: lowest compared OMol25 entry of this formula, charge and spin)**: 6.2604 eV

```
8
Properties=species:S:1:pos:R:3:forces:R:3
C -0.604459 -1.514866 -0.262093 -1.2 -1.6 0.0
C -0.130535 -0.260891 -0.039258 5.4 2.8 -1.8
N -0.934503 -2.599465 -0.497107 0.1 0.4 0.1
N 1.705978 -0.051586 -0.916712 -4.2 -1.5 1.6
N -0.567474 0.796364 0.586851 -0.6 -1.4 -0.2
F 1.996509 1.217354 -0.545115 0.1 1.1 0.4
H -1.456912 0.776532 1.069229 0.0 0.3 0.1
H -0.008603 1.636557 0.604205 0.2 0.0 -0.1
```
Positions in Å, forces in eV/Å.



Entry 3:
# C2H2FN3

2 unconnected molecules or ions with the total composition C2H2FN3 (ωB97M-V/def2-TZVPD, OMol25).

## Properties
**LUMO (spin up / spin down)**: 1.1 / -2.6 eV
**Spin multiplicity**: 3
**Relative energy (zero: lowest compared OMol25 entry of this formula, charge and spin)**: 0.9247 eV
**⟨S²⟩**: 2.011

```
8
Properties=species:S:1:pos:R:3:forces:R:3
C 1.934864 1.558219 0.331441 3.8 -2.8 -1.3
C -0.793050 0.134964 -0.121497 0.4 -0.5 -0.7
N 2.813076 0.862918 0.013226 -2.0 1.2 0.6
N -1.185652 -1.018270 -0.234799 -1.6 3.8 -1.2
N -1.078411 -2.235255 -0.003433 1.8 -3.4 1.5
F -1.112278 1.138669 -1.002197 -0.1 -0.6 0.9
H 1.317270 2.290439 0.664276 -1.7 1.6 0.7
H -1.895819 -2.731681 0.352986 -0.5 0.7 -0.5
```
Positions in Å, forces in eV/Å.



Entry 4:
# C2H2FNO

A single C2H2FNO molecule (ωB97M-V/def2-TZVPD, OMol25).

## Properties
**LUMO**: -0.7 eV
**Spin multiplicity**: 1
**SMILES string**: O=C1CN1F
**Relative energy (zero: lowest compared OMol25 entry of this formula, charge and spin)**: 4.6780 eV

```
7
Properties=species:S:1:pos:R:3:forces:R:3
O -1.283260 -0.835354 1.624117 6.3 4.6 -5.5
C -0.351251 -0.264266 0.784438 -5.5 -4.3 4.7
C 0.332995 -0.456885 -0.524577 -3.0 1.8 -0.1
N 0.483984 0.700073 0.319266 0.0 1.1 1.5
F 0.116514 2.001716 -0.129087 0.0 -1.1 0.4
H 1.181265 -0.938841 -0.846235 1.8 -1.2 -0.6
H -0.480247 -0.206444 -1.227922 0.4 -1.0 -0.4
```
Positions in Å, forces in eV/Å.



Entry 5:
# C2H2FO2S

2 unconnected molecules or ions with the total composition C2H2FO2S (ωB97M-V/def2-TZVPD, OMol25).

## Properties
**Total charge**: -1
**LUMO (spin up / spin down)**: 3.6 / 3.6 eV
**Spin multiplicity**: 1
**Relative energy (zero: lowest compared OMol25 entry of this formula, charge and spin)**: 7.0812 eV

```
8
Properties=species:S:1:pos:R:3:forces:R:3
C 1.625176 1.245419 0.524836 -0.5 -1.2 -2.8
C -0.364415 -1.350005 -0.384022 -0.4 0.9 1.3
O -0.467701 -2.713371 -0.886154 -0.4 -0.6 -1.1
O -1.395273 -1.163766 -2.872454 0.0 0.0 -0.4
F 1.204404 1.922521 1.514655 -0.7 1.2 2.2
S -1.651900 -1.681196 -1.517722 0.4 -0.4 0.5
H 0.675646 1.188087 -0.151243 1.2 -0.1 0.5
H -0.911099 -1.400087 0.605556 0.3 0.3 -0.2
```
Positions in Å, forces in eV/Å.



Entry 6:
# C2H2FOPb

A molecular structure, C2H2FOPb (ωB97M-V/def2-TZVPD, OMol25).

## Properties
**Total charge**: +1
**LUMO**: -5.8 eV
**Spin multiplicity**: 1
**Relative energy (zero: lowest compared OMol25 entry of this formula, charge and spin)**: 0.6698 eV

```
7
Properties=species:S:1:pos:R:3:forces:R:3
C 1.516812 -2.415262 -0.334354 -0.3 0.4 -0.2
C 1.023286 -1.218913 -0.367402 1.2 -1.6 0.0
O 0.655126 -0.095822 -0.405561 1.5 -2.7 -0.9
H 2.461566 -2.582258 0.185942 -0.3 0.0 0.0
H 1.031141 -3.207261 -0.906458 0.1 0.2 0.2
F -2.422913 1.636565 0.785452 -5.2 -0.3 1.8
Pb -0.680965 1.454039 0.171342 3.0 3.9 -0.7
```
Positions in Å, forces in eV/Å.



Entry 7:
# C2H2FOTl

A molecular structure, C2H2FOTl (ωB97M-V/def2-TZVPD, OMol25).

## Properties
**LUMO**: 0.1 eV
**Spin multiplicity**: 1
**Relative energy (zero: lowest compared OMol25 entry of this formula, charge and spin)**: 0.1928 eV

```
7
Properties=species:S:1:pos:R:3:forces:R:3
C 1.349561 0.935936 -0.425019 0.2 -0.2 0.5
C 0.125812 0.552702 -0.168407 -1.0 1.2 -0.3
O -1.030698 0.431861 0.015403 1.6 -0.2 -0.2
H 1.530675 1.567114 -1.294533 -0.1 -0.4 0.2
H 2.125755 0.768257 0.321307 -0.2 -0.1 -0.4
F -1.368188 -2.842397 0.888690 1.8 -1.6 0.2
Tl -2.732915 -1.413473 0.662560 -2.3 1.2 -0.1
```
Positions in Å, forces in eV/Å.



Entry 8:
# C2H2FOTl

A molecular structure, C2H2FOTl (ωB97M-V/def2-TZVPD, OMol25).

## Properties
**LUMO**: 0.2 eV
**Spin multiplicity**: 1
**Relative energy (zero: lowest compared OMol25 entry of this formula, charge and spin)**: 0.6291 eV

```
7
Properties=species:S:1:pos:R:3:forces:R:3
C -1.984931 -0.373859 0.032949 -0.3 0.0 0.0
C -0.700810 -0.367620 0.265308 0.6 -0.2 0.2
O 0.450617 -0.378986 0.479151 -2.2 -0.3 0.1
H -2.399667 -1.141742 -0.619894 0.1 0.3 0.2
H -2.613722 0.369775 0.522446 0.2 -0.3 -0.2
F 4.360730 1.506154 -0.659884 2.6 2.1 -1.2
Tl 2.887786 0.386280 -0.020079 -1.0 -1.8 0.9
```
Positions in Å, forces in eV/Å.